DFT (ωB97M-V/def2-TZVPD) results for a structure of composition C40H110N10O10 in a non-equilibrium geometry.

XYZ file:
```
170
C40H110N10O10 ωB97M-V/def2-TZVPD
C 7.4106 17.1402 3.3069
C 7.5720 15.7891 2.5994
C 7.4629 15.9284 1.0085
O 6.1429 15.8976 0.5820
C 5.9968 15.8207 -0.8219
N 8.8183 15.1810 3.0206
H 7.3372 17.0432 4.3901
H 6.4885 17.5893 2.9379
H 8.2035 17.8353 3.0307
H 6.7656 15.1413 2.9432
H 7.9927 15.0771 0.5811
H 8.0209 16.7113 0.4949
H 6.3147 16.7242 -1.3423
H 4.9305 15.6681 -0.9886
H 6.5680 15.0008 -1.2573
H 9.5121 15.6060 3.6191
H 8.7716 14.2211 3.3313
C 7.9399 14.8211 -3.1115
C 9.1769 14.9237 -2.3037
C 10.1989 15.8846 -2.8245
O 9.8230 17.2000 -2.5670
C 10.6566 18.2121 -3.2013
N 9.0079 15.0435 -0.8506
H 7.3029 13.9450 -2.9903
H 8.2129 14.5296 -4.1258
H 7.2981 15.6959 -3.2158
H 9.7048 14.0063 -2.5637
H 10.3730 15.6970 -3.8841
H 11.1850 15.7626 -2.3764
H 11.0582 18.1464 -4.2125
H 11.5011 18.4615 -2.5588
H 10.0717 19.1316 -3.1821
H 9.9475 15.1234 -0.4888
H 8.5849 15.9162 -0.5685
C -1.3091 8.6950 -4.9458
C -0.8151 9.0788 -6.3492
C 0.7796 9.1434 -6.4109
O 1.4487 10.1206 -5.5052
C 2.8432 10.0102 -5.5747
N -1.4211 7.9874 -7.2036
H -2.3916 8.5671 -4.9410
H -0.9477 9.3007 -4.1149
H -1.0101 7.6575 -4.7966
H -1.1933 10.0269 -6.7314
H 1.0152 9.4935 -7.4160
H 1.0800 8.1156 -6.2076
H 3.2494 10.6550 -4.7954
H 3.4502 10.1719 -6.4655
H 3.0331 8.9546 -5.3801
H -1.3031 8.3860 -8.1241
H -2.4053 8.0912 -7.0020
C 8.4969 13.1081 -4.4704
C 8.1735 12.1587 -5.5814
C 9.2909 11.2615 -6.1051
O 8.9417 10.6397 -7.3951
C 10.0867 10.3262 -8.1596
N 7.1020 11.3368 -5.1432
H 9.3178 13.7549 -4.7799
H 8.7025 12.5522 -3.5556
H 7.6838 13.7914 -4.2252
H 7.7776 12.7793 -6.3853
H 9.5943 10.6120 -5.2839
H 10.0730 12.0031 -6.2675
H 10.5711 11.2739 -8.3949
H 9.8641 9.7032 -9.0259
H 10.7557 9.6164 -7.6731
H 6.2294 11.7183 -5.4795
H 7.3583 10.5363 -5.7032
C 5.5753 12.7763 0.7675
C 4.1693 13.0270 1.1972
C 3.6043 14.4529 1.1386
O 4.3477 15.1640 2.0746
C 4.2668 16.5402 2.0990
N 3.3384 12.0921 0.3914
H 5.8362 13.1905 -0.2064
H 5.7591 11.7087 0.8875
H 6.3024 13.2574 1.4217
H 4.1483 12.7211 2.2432
H 2.5495 14.5569 1.3929
H 3.7177 14.7334 0.0914
H 3.2120 16.7835 1.9719
H 4.6903 17.0134 1.2131
H 4.5920 16.8505 3.0920
H 2.4460 12.5568 0.3034
H 3.7631 12.1620 -0.5222
C 1.6648 12.8647 -5.5374
C 2.3642 14.0569 -6.0801
C 3.6098 13.8229 -6.8829
O 4.3097 12.8369 -6.1751
C 5.6482 12.7197 -6.6385
N 1.4341 14.8771 -6.8562
H 1.2932 12.3001 -6.3926
H 0.7518 13.1110 -4.9954
H 2.2856 12.2504 -4.8851
H 2.5970 14.7240 -5.2500
H 4.0996 14.7830 -7.0456
H 3.2796 13.3197 -7.7917
H 5.6408 12.5750 -7.7188
H 6.0725 11.8028 -6.2295
H 6.1963 13.5935 -6.2862
H 0.6036 14.8314 -6.2832
H 1.7918 15.7908 -6.6169
C 6.4283 8.0319 -3.4292
C 6.4713 9.4446 -3.0280
C 6.6970 9.5817 -1.5082
O 5.5533 9.0393 -0.7431
C 4.5470 10.0648 -0.6617
N 7.4538 10.2244 -3.7508
H 6.3041 8.0727 -4.5113
H 5.6500 7.4387 -2.9491
H 7.3799 7.5855 -3.1405
H 5.5358 9.9128 -3.3342
H 6.8482 10.6361 -1.2769
H 7.6248 9.1247 -1.1643
H 3.9284 9.8837 0.2173
H 4.0825 10.2990 -1.6196
H 4.9894 11.0417 -0.4665
H 7.6125 11.1159 -3.3035
H 6.9424 10.4420 -4.5942
C -0.2324 10.7641 -1.9374
C -0.8695 12.0892 -2.0278
C -0.0682 13.2808 -2.5587
O 1.3560 13.0503 -2.4469
C 1.9777 12.4748 -3.5997
N -2.0428 11.9360 -2.7886
H -0.0920 10.2375 -2.8813
H -0.6847 10.0349 -1.2653
H 0.6904 10.8183 -1.3597
H -1.3992 12.3791 -1.1204
H -0.5018 14.1383 -2.0441
H -0.1089 13.5333 -3.6182
H 2.1932 13.3161 -4.2584
H 1.5619 11.5764 -4.0559
H 2.9482 12.1551 -3.2201
H -1.6624 11.6741 -3.6868
H -2.4139 12.8416 -3.0381
C 5.1474 14.6474 -2.2046
C 4.6782 13.2168 -2.1546
C 4.9002 12.5967 -3.5488
O 4.2924 11.3468 -3.6732
C 4.3268 10.7356 -4.8916
N 5.4945 12.5515 -1.0927
H 5.2463 15.1101 -1.2226
H 4.4035 15.1908 -2.7872
H 6.0881 14.6892 -2.7536
H 3.6032 13.1670 -1.9815
H 5.9601 12.4792 -3.7749
H 4.3610 13.1988 -4.2801
H 5.3197 10.6452 -5.3320
H 3.6989 11.2850 -5.5930
H 3.8945 9.7547 -4.6942
H 6.4584 12.5215 -1.3929
H 5.2133 11.5835 -1.0293
C 8.9956 9.8618 0.6069
C 8.0875 11.0667 0.1557
C 8.3803 11.4274 -1.3340
O 7.4424 12.4014 -1.8381
C 7.5420 13.7202 -1.2305
N 6.6973 10.7345 0.5289
H 10.0439 10.0943 0.7944
H 9.0566 9.1275 -0.1963
H 8.7340 9.3369 1.5257
H 8.5335 11.8911 0.7121
H 8.3172 10.4498 -1.8119
H 9.4026 11.8005 -1.2724
H 6.9161 14.5426 -1.5771
H 8.5887 14.0221 -1.2656
H 7.2223 13.8311 -0.1943
H 6.1710 11.5888 0.4138
H 6.2771 10.1322 -0.1645
```

The largest force on an atom is 16.40 eV/Å. The energy above the lowest of the compared OMol25 structures with the same formula, charge and spin comes out at 87.847 eV. The LUMO energy comes out at 0.15 eV. As for the energy: -2886.58287 hartree. For the HOMO energy, the calculation gives -4.363 eV.